Entry 1:
# C46H119N9O14

A cluster of 9 separate species, C46H119N9O14 in total at a distorted geometry (ωB97M-V/def2-TZVPD, the OMol25 dataset).

The value obtained for the HOMO energy (spin up / spin down) is -9.5377 / -9.5377 eV. The value obtained for the energy relative to the best compared isomer or geometry (same formula, charge and spin) is 0.544 eV. The calculated total energy comes out at -3369.28249 Ha. The lowest unoccupied orbital energy (spin up / spin down) comes out at -2.828 / -7.885 eV. The total charge is +1. For the strongest force on any atom, the calculation gives 4.7 eV Å⁻¹. As for the multiplicity: 2. The calculation puts the HOMO-LUMO gap (spin up / spin down) at 0.2466 / 0.0607 Eh. Its expectation value of S² is 0.76.

Last column: Mulliken spin population.
Cartesian coordinates (Å):
C1 0.865 2.171 -0.705  0.00
C2 0.017 0.841 -0.762  0.00
C3 0.354 -0.060 0.546  0.00
O1 -0.361 0.467 1.632  0.00
C4 -0.129 -0.347 2.820  0.00
N1 -1.360 1.162 -0.932  0.00
H1 0.752 2.653 0.266  0.00
H2 0.548 2.848 -1.498  0.00
H3 1.882 1.899 -0.988  0.00
H4 0.310 0.209 -1.600  0.00
H5 1.411 -0.217 0.757  0.00
H6 0.012 -1.095 0.509  0.00
H7 0.732 0.103 3.313  0.00
H8 -0.134 -1.437 2.839  0.00
H9 -0.872 0.019 3.528  0.00
H10 -1.906 0.403 -0.549  0.00
H11 -1.558 2.031 -0.458  0.00
C5 2.564 -1.124 -3.529  0.00
C6 3.941 -0.892 -2.795  0.00
C7 4.791 0.296 -3.279  0.00
O2 5.465 -0.034 -4.446  0.00
C8 6.770 -0.669 -4.198  0.00
N2 3.603 -0.705 -1.397  0.00
H12 1.844 -1.684 -2.931  0.00
H13 2.655 -1.506 -4.546  0.00
H14 2.131 -0.124 -3.553  0.00
H15 4.419 -1.867 -2.885  0.00
H16 5.398 0.610 -2.430  0.00
H17 4.117 1.143 -3.407  0.00
H18 7.342 -0.673 -5.126  0.00
H19 6.551 -1.688 -3.880  0.00
H20 7.384 -0.147 -3.464  0.00
H21 4.376 -0.447 -0.801  0.00
H22 3.087 -1.494 -1.034  0.00
C9 -3.313 -1.901 -0.781  0.00
C10 -4.760 -1.321 -0.625  0.00
C11 -5.648 -2.308 0.037  0.00
O3 -6.854 -1.714 -0.157  0.00
C12 -7.994 -2.161 0.582  0.00
N3 -4.740 -0.022 0.085  0.00
H23 -2.657 -1.260 -1.371  0.00
H24 -3.243 -2.887 -1.239  0.00
H25 -2.851 -2.113 0.183  0.00
H26 -5.074 -0.936 -1.595  0.00
H27 -5.355 -2.517 1.066  0.00
H28 -5.591 -3.213 -0.568  0.00
H29 -7.935 -1.608 1.519  0.00
H30 -8.096 -3.202 0.888  0.00
H31 -8.831 -1.803 -0.017  0.00
H32 -4.139 0.694 -0.297  0.00
H33 -5.693 0.289 0.209  0.00
C13 1.073 -6.461 0.789  0.00
C14 -0.052 -5.977 -0.120  0.00
C15 -0.306 -4.446 -0.042  0.00
O4 -0.388 -3.875 1.363  0.00
C16 -1.512 -4.300 2.140  0.00
N4 0.310 -6.512 -1.426  0.00
H34 1.009 -6.242 1.855  0.00
H35 2.078 -6.161 0.493  0.00
H36 0.986 -7.539 0.648  0.00
H37 -0.974 -6.513 0.105  0.00
H38 -1.219 -4.204 -0.585  0.00
H39 0.591 -3.956 -0.420  0.00
H40 -1.478 -5.365 2.371  0.00
H41 -2.419 -4.131 1.559  0.00
H42 -1.571 -3.517 2.895  0.00
H43 0.808 -7.380 -1.290  0.00
H44 0.982 -5.951 -1.930  0.00
C17 -4.216 0.322 3.786  0.00
O5 -4.655 0.683 5.103  0.11
C18 -4.437 -0.279 6.180  0.10
C19 -5.286 -1.544 6.016  0.06
N5 -4.830 -2.535 7.011  0.63
C20 -3.523 -3.207 6.607  -0.02
C21 -3.781 -4.259 5.348  0.03
O6 -3.019 -5.333 5.655  0.04
C22 -1.600 -5.225 5.765  0.00
H45 -3.218 -0.088 3.629  0.00
H46 -4.237 1.237 3.194  0.00
H47 -4.978 -0.280 3.292  0.01
H48 -4.773 0.232 7.082  0.00
H49 -3.420 -0.665 6.256  -0.01
H50 -5.132 -1.798 4.967  -0.02
H51 -6.283 -1.175 6.257  0.02
H52 -4.736 -2.272 7.982  -0.01
H53 -3.322 -3.779 7.512  0.00
H54 -2.693 -2.503 6.546  0.05
H55 -3.587 -4.014 4.304  0.01
H56 -4.827 -4.561 5.399  -0.01
H57 -1.145 -5.354 4.783  0.00
H58 -1.368 -6.010 6.484  0.00
H59 -1.252 -4.264 6.145  0.00
C23 6.952 8.689 -4.708  0.00
O7 6.633 7.487 -4.008  0.00
C24 6.383 7.864 -2.660  0.00
C25 5.996 6.750 -1.770  0.00
N6 4.548 6.651 -1.917  0.00
C26 4.060 5.317 -1.751  0.00
C27 2.645 5.196 -2.416  0.00
O8 2.807 4.834 -3.704  0.00
C28 1.670 4.978 -4.556  0.00
H60 7.426 8.332 -5.622  0.00
H61 7.633 9.387 -4.221  0.00
H62 6.048 9.244 -4.957  0.00
H63 5.814 8.776 -2.484  0.00
H64 7.396 8.121 -2.348  0.00
H65 6.215 6.984 -0.728  0.00
H66 6.490 5.788 -1.907  0.00
H67 4.341 6.812 -2.892  0.00
H68 4.002 5.185 -0.671  0.00
H69 4.714 4.581 -2.219  0.00
H70 2.064 6.118 -2.377  0.00
H71 1.978 4.458 -1.969  0.00
H72 0.712 4.811 -4.064  0.00
H73 1.804 4.311 -5.408  0.00
H74 1.542 5.981 -4.963  0.00
C29 1.713 -5.705 8.080  0.00
O9 2.159 -5.255 6.806  0.00
C30 2.967 -6.134 6.057  0.00
C31 3.131 -5.532 4.656  0.00
N7 3.986 -4.373 4.780  0.00
C32 4.117 -3.684 3.480  0.00
C33 2.767 -2.978 2.933  0.00
O10 2.227 -1.990 3.807  0.00
C34 1.366 -2.517 4.843  0.00
H75 2.556 -5.904 8.742  0.00
H76 1.338 -6.709 7.880  0.00
H77 0.887 -5.146 8.520  0.00
H78 2.465 -7.060 5.774  0.00
H79 3.949 -6.314 6.493  0.00
H80 2.131 -5.389 4.247  0.00
H81 3.575 -6.215 3.932  0.00
H82 3.616 -3.809 5.532  0.00
H83 4.537 -4.400 2.774  0.00
H84 4.631 -2.740 3.660  0.00
H85 2.050 -3.641 2.449  0.00
H86 2.982 -2.355 2.064  0.00
H87 0.869 -1.732 5.412  0.00
H88 1.975 -3.142 5.497  0.00
H89 0.648 -3.131 4.300  0.00
C35 -4.304 3.191 -1.460  0.00
O11 -3.280 3.735 -0.633  0.00
C36 -3.649 3.795 0.783  0.00
C37 -2.623 4.704 1.503  0.00
N8 -1.325 4.047 1.619  0.00
C38 -0.646 4.226 2.941  0.00
C39 0.626 3.316 2.992  0.00
O12 1.258 3.462 4.221  0.00
C40 2.172 2.438 4.555  0.00
H90 -4.004 3.395 -2.488  0.00
H91 -5.300 3.585 -1.258  0.00
H92 -4.273 2.122 -1.246  0.00
H93 -3.755 2.797 1.209  0.00
H94 -4.637 4.245 0.879  0.00
H95 -2.968 4.934 2.511  0.00
H96 -2.420 5.691 1.087  0.00
H97 -1.430 3.069 1.389  0.00
H98 -1.313 4.191 3.802  0.00
H99 -0.285 5.254 2.910  0.00
H100 1.257 3.506 2.123  0.00
H101 0.387 2.264 2.837  0.00
H102 2.816 2.241 3.697  0.00
H103 1.689 1.498 4.821  0.00
H104 2.904 2.716 5.313  0.00
C41 -3.930 1.977 -10.414  0.00
O13 -2.641 1.767 -11.197  0.00
C42 -1.359 1.905 -10.451  0.00
C43 -1.124 1.170 -9.093  0.00
N9 -0.036 1.836 -8.435  0.00
C44 0.673 1.084 -7.402  0.00
C45 -0.128 1.129 -6.027  0.00
O14 -0.467 2.484 -5.660  0.00
C46 -1.185 2.498 -4.450  0.00
H105 -4.186 1.212 -9.681  0.00
H106 -4.790 2.041 -11.082  0.00
H107 -3.978 2.815 -9.718  0.00
H108 -1.444 2.988 -10.359  0.00
H109 -0.686 1.454 -11.180  0.00
H110 -1.139 0.087 -9.215  0.00
H111 -2.029 1.381 -8.525  0.00
H112 -0.419 2.619 -7.925  0.00
H113 1.496 1.749 -7.140  0.00
H114 1.112 0.101 -7.574  0.00
H115 0.480 0.685 -5.238  0.00
H116 -1.102 0.647 -6.105  0.00
H117 -1.590 3.479 -4.200  0.00
H118 -0.661 2.274 -3.521  0.00
H119 -2.113 1.937 -4.558  0.00

***

Entry 2:
# C46H121N7O14

A cluster of 11 separate species, C46H121N7O14 in total at a distorted geometry (ωB97M-V/def2-TZVPD, the OMol25 dataset).

The value obtained for the HOMO energy is -8.2718 eV. The value obtained for the energy relative to the best compared isomer or geometry (same formula, charge and spin) is 5.225 eV. The structure (SMILES) is COC[C@H](C)N.COC[C@H](C)N.COC[C@H](C)N.COC[C@H](C)N.COCCNCCOC.COCCNCCOC.COCCNCCOC.CC(C)O.CC(C)O.CC(C)O.CC(C)O. The calculated total energy comes out at -3261.51660 Ha. The lowest unoccupied orbital energy comes out at 0.461 eV. The total charge is 0. For the strongest force on any atom, the calculation gives 4.1 eV Å⁻¹. The calculation puts the HOMO-LUMO gap at 0.3209 Eh.

Last column: Mulliken charge in e.
Cartesian coordinates (Å):
C1 9.575 -15.504 -15.179  -0.11
O1 8.988 -16.591 -15.871  0.45
C2 8.164 -17.460 -15.123  -1.39
C3 8.929 -18.413 -14.183  0.92
C4 9.771 -19.402 -14.961  -1.19
N1 7.930 -19.145 -13.392  -0.80
H1 10.241 -15.067 -15.925  -0.25
H2 10.108 -15.794 -14.274  0.37
H3 8.841 -14.716 -14.979  -0.07
H4 7.385 -16.940 -14.555  0.45
H5 7.589 -18.074 -15.819  0.19
H6 9.544 -17.805 -13.509  0.30
H7 9.108 -20.188 -15.334  0.43
H8 10.474 -19.953 -14.331  0.45
H9 10.290 -18.926 -15.791  -0.15
H10 7.522 -18.556 -12.669  0.25
H11 8.425 -19.820 -12.812  0.28
C5 12.040 -15.152 -18.691  0.34
O2 12.182 -14.537 -19.938  -0.47
C6 11.012 -14.487 -20.756  0.88
C7 9.902 -13.614 -20.221  0.29
C8 8.700 -13.545 -21.150  1.27
N2 10.409 -12.274 -19.888  1.33
H12 13.013 -15.092 -18.193  0.30
H13 11.968 -16.248 -18.694  -0.40
H14 11.270 -14.697 -18.066  -0.52
H15 11.407 -14.158 -21.722  -1.00
H16 10.751 -15.546 -20.893  0.30
H17 9.566 -13.970 -19.241  -0.69
H18 9.105 -13.478 -22.166  -0.94
H19 8.081 -12.663 -20.997  0.31
H20 8.121 -14.460 -21.033  -1.02
H21 10.469 -11.656 -20.700  0.16
H22 11.273 -12.320 -19.365  0.05
C9 16.247 -18.271 -19.661  -0.68
O3 16.130 -18.307 -18.257  -0.44
C10 14.949 -17.676 -17.793  0.00
C11 15.017 -17.679 -16.261  0.49
C12 13.698 -17.187 -15.631  -1.01
N3 16.065 -16.819 -15.749  -0.73
H23 15.429 -18.818 -20.139  0.24
H24 17.192 -18.743 -19.925  0.29
H25 16.286 -17.253 -20.063  0.30
H26 14.912 -16.613 -18.053  0.28
H27 14.092 -18.247 -18.167  0.00
H28 15.111 -18.671 -15.815  0.21
H29 12.819 -17.751 -15.952  0.02
H30 13.503 -16.119 -15.761  0.19
H31 13.726 -17.336 -14.549  0.42
H32 16.927 -16.982 -16.258  0.29
H33 15.906 -15.822 -15.754  0.24
C13 8.457 -12.124 -14.802  -1.07
O4 8.903 -12.200 -16.139  0.00
C14 7.881 -12.647 -17.011  0.65
C15 7.096 -11.466 -17.594  0.29
C16 5.914 -11.993 -18.408  -1.29
N4 7.987 -10.667 -18.428  -0.54
H34 9.277 -11.669 -14.250  0.28
H35 8.192 -13.077 -14.334  0.33
H36 7.573 -11.485 -14.703  0.28
H37 8.244 -13.186 -17.893  -1.26
H38 7.211 -13.366 -16.518  0.71
H39 6.690 -10.842 -16.793  0.72
H40 5.447 -11.154 -18.926  0.42
H41 5.134 -12.485 -17.827  0.47
H42 6.256 -12.673 -19.194  -0.20
H43 8.511 -11.234 -19.093  0.03
H44 8.672 -10.296 -17.776  0.04
C17 10.548 -17.013 -29.744  -0.72
O5 11.301 -15.913 -29.314  -0.40
C18 11.068 -15.440 -28.012  0.24
C19 11.838 -14.131 -27.739  -0.98
N5 11.990 -13.733 -26.355  -0.13
C20 13.008 -14.545 -25.689  -0.90
C21 12.943 -14.379 -24.174  0.98
O6 14.244 -14.568 -23.666  -0.58
C22 14.333 -14.365 -22.276  -0.48
H45 10.917 -17.948 -29.312  0.28
H46 10.559 -17.081 -30.830  0.25
H47 9.493 -16.895 -29.466  0.29
H48 11.424 -16.208 -27.307  0.25
H49 9.986 -15.357 -27.845  0.05
H50 11.256 -13.378 -28.284  0.31
H51 12.782 -14.103 -28.286  0.41
H52 11.093 -13.858 -25.860  0.23
H53 13.967 -14.151 -26.039  0.42
H54 13.043 -15.606 -25.968  0.25
H55 12.251 -15.109 -23.738  -0.12
H56 12.622 -13.349 -23.984  -0.31
H57 13.889 -15.214 -21.752  0.14
H58 13.855 -13.423 -21.981  0.18
H59 15.383 -14.243 -22.014  0.40
C23 4.427 -17.722 -23.963  -0.94
O7 4.699 -16.880 -22.876  -0.08
C24 3.661 -16.779 -21.913  -1.31
C25 4.091 -15.965 -20.726  0.30
N6 5.350 -16.515 -20.222  -0.41
C26 6.015 -15.549 -19.349  -0.07
C27 7.181 -16.152 -18.603  -0.42
O8 8.223 -16.387 -19.535  0.62
C28 9.210 -17.268 -19.041  0.50
H60 3.662 -17.223 -24.573  0.35
H61 4.078 -18.717 -23.679  0.31
H62 5.293 -17.803 -24.618  0.21
H63 3.369 -17.800 -21.630  0.54
H64 2.786 -16.378 -22.441  0.54
H65 3.389 -15.971 -19.895  0.54
H66 4.194 -14.958 -21.158  -0.46
H67 5.984 -16.672 -20.999  0.26
H68 5.291 -15.220 -18.596  0.88
H69 6.344 -14.621 -19.834  -0.74
H70 6.887 -17.128 -18.199  0.37
H71 7.468 -15.527 -17.751  -0.23
H72 9.864 -17.540 -19.867  -1.04
H73 8.796 -18.167 -18.574  0.72
H74 9.814 -16.793 -18.265  -0.27
C29 11.826 -11.788 -16.837  -0.19
O9 12.653 -11.059 -17.748  -0.41
C30 12.536 -9.676 -17.482  -0.87
C31 11.399 -9.060 -18.314  0.63
N7 11.751 -9.241 -19.710  -0.36
C32 10.730 -8.737 -20.619  -0.35
C33 10.975 -9.141 -22.068  -1.02
O10 10.790 -10.554 -22.144  -0.37
C34 11.006 -11.066 -23.450  -0.34
H75 10.808 -11.401 -16.914  0.29
H76 12.224 -11.642 -15.828  0.57
H77 11.811 -12.862 -17.011  -0.34
H78 13.416 -9.155 -17.864  0.44
H79 12.466 -9.429 -16.419  0.43
H80 11.405 -7.994 -18.075  0.57
H81 10.413 -9.505 -18.131  -0.73
H82 11.921 -10.189 -20.021  0.23
H83 10.653 -7.656 -20.474  0.49
H84 9.734 -9.143 -20.377  0.07
H85 11.972 -8.820 -22.373  0.32
H86 10.170 -8.691 -22.653  0.43
H87 10.403 -10.488 -24.154  0.49
H88 10.714 -12.119 -23.461  -0.56
H89 12.079 -11.100 -23.661  0.41
C35 4.482 -13.717 -23.755  -0.67
C36 5.402 -13.154 -22.676  1.78
C37 6.133 -11.888 -23.062  -0.23
O11 4.605 -12.838 -21.527  -0.65
H90 3.769 -13.011 -24.189  0.39
H91 3.888 -14.540 -23.357  0.03
H92 5.080 -14.068 -24.602  0.20
H93 6.066 -13.943 -22.310  -0.77
H94 6.878 -11.989 -23.854  -0.81
H95 6.636 -11.469 -22.188  0.36
H96 5.453 -11.102 -23.410  0.64
H97 4.278 -11.945 -21.683  0.43
C38 8.480 -17.095 -21.771  0.33
C39 9.785 -16.694 -22.493  1.97
C40 10.822 -17.802 -22.213  -0.85
O12 9.616 -16.605 -23.901  -0.49
H98 8.590 -17.062 -20.686  -0.65
H99 8.299 -18.152 -21.986  1.03
H100 7.637 -16.472 -22.065  -1.68
H101 10.133 -15.736 -22.109  -1.01
H102 11.033 -17.866 -21.143  -0.50
H103 11.778 -17.665 -22.722  0.32
H104 10.476 -18.794 -22.514  0.48
H105 9.078 -17.351 -24.187  0.47
C41 11.407 -19.712 -18.321  -0.53
C42 12.180 -20.998 -18.130  0.46
C43 11.995 -21.695 -16.789  -1.44
O13 11.866 -21.886 -19.200  -0.60
H106 11.784 -18.920 -17.672  -0.47
H107 10.340 -19.913 -18.190  0.79
H108 11.510 -19.342 -19.343  0.15
H109 13.240 -20.767 -18.264  0.23
H110 10.952 -21.875 -16.506  0.27
H111 12.472 -21.180 -15.953  0.27
H112 12.383 -22.716 -16.798  0.43
H113 10.916 -21.968 -19.327  0.35
C44 8.458 -12.044 -25.378  -1.81
C45 8.513 -13.251 -24.465  0.22
C46 7.404 -14.258 -24.729  -0.65
O14 9.791 -13.864 -24.647  0.81
H114 7.693 -11.331 -25.068  0.12
H115 8.240 -12.324 -26.412  0.38
H116 9.418 -11.528 -25.435  0.38
H117 8.432 -12.943 -23.416  0.52
H118 7.484 -15.083 -24.020  0.10
H119 7.487 -14.632 -25.751  0.69
H120 6.380 -13.926 -24.544  -0.56
H121 9.803 -14.786 -24.326  -0.64